DFT (ωB97M-V with the def2-TZVPD basis set) results for a single C6H11N3 molecule.

Structure (XYZ):
```
20
Properties=species:S:1:pos:R:3:forces:R:3
C 1.44466 1.85011 -0.59052 -2.17 0.69 -0.88
C 1.88772 0.78698 0.03084 -3.82 -2.29 -1.19
C 1.17135 -0.60279 -0.05091 -0.48 -1.43 1.94
N 1.07967 -1.35681 1.28940 0.23 -0.43 -0.47
C -0.12410 -0.81006 -0.92168 4.24 0.32 -2.26
C -1.29020 -1.64106 -0.54749 1.16 0.47 0.31
N -1.30890 -0.13001 -0.74125 -2.93 0.85 2.34
N -1.31557 0.51481 0.62277 -1.10 1.56 -0.47
C -2.18603 1.45856 0.71163 -1.91 1.11 -0.34
H 0.45106 2.06421 -1.10979 1.34 -1.17 0.77
H 2.01217 2.71921 -0.57815 1.23 1.51 0.10
H 2.78846 0.74129 0.52112 2.04 0.04 1.08
H 1.93105 -1.19122 -0.56998 -0.07 -0.19 -0.15
H 0.56391 -0.91068 2.10912 0.66 -1.15 -2.09
H 0.99313 -2.43250 1.11797 -0.10 3.10 0.87
H 0.25227 -0.74254 -2.00414 -0.91 -0.31 1.31
H -1.13145 -1.98915 0.49012 -0.78 0.23 -0.65
H -1.81394 -2.25895 -1.28379 0.10 0.46 0.42
H -2.39975 2.26146 1.63093 1.29 -2.78 -2.00
H -3.00551 1.66913 -0.12621 2.00 -0.59 1.34
```
Forces are in eV/Å.

The energy above the lowest of the compared OMol25 structures with the same formula, charge and spin comes out at 125.2 kcal/mol. The total energy is -10865.38761 eV. The HOMO-LUMO gap comes out at 9.44 eV. The SMILES is C=C[C@@H](N)[C@H]1CN1N=C.

Atomic partial charges in e from the Mulliken method, atoms 1 to 2: atom 1 (C): -0.756, atom 2 (C): -0.436